# C7H13NSSi

A single C7H13NSSi molecule in a non-equilibrium geometry (wB97M-V/def2-TZVPD, OMol25).

Geometry as XYZ:
```
23
Properties=species:S:1:pos:R:3:forces:R:3:lowdin_charge:R:1
C -0.608140 1.746643 1.971891 1.122 1.027 2.008 -0.1930
C 0.424664 1.647761 3.007994 -1.266 -0.737 -1.055 -0.8293
C -0.296491 0.216330 0.035804 -0.166 0.676 1.842 -0.0171
C 0.389918 2.697941 4.074768 1.368 2.084 -1.647 -0.1581
C 0.306622 0.631258 -2.754451 -1.480 0.348 0.964 -0.1959
C -1.586074 -1.714455 -2.020545 3.131 0.454 0.455 -0.1740
C 1.637816 -1.984911 -1.192701 -2.435 -1.060 -3.916 -0.1595
N -0.511186 0.933918 0.935114 -0.067 -0.222 -1.140 0.0028
Si 0.109535 -0.755828 -1.450573 -0.654 -1.539 -2.380 0.6085
S 1.587717 0.456095 3.046842 -0.276 0.240 -0.149 0.5703
H -1.312936 2.611786 2.006521 0.523 -1.186 -0.480 0.1183
H -0.290355 3.555780 3.823804 0.521 -0.818 0.343 0.0837
H 0.262298 2.375071 5.062881 -0.718 -0.917 1.265 0.0488
H 1.448727 3.083000 4.122422 -1.006 -0.010 -0.204 0.0875
H 0.729851 0.452342 -3.705303 0.470 -0.838 -1.051 0.0061
H -0.691702 1.122585 -2.962487 0.846 -0.677 0.409 0.0582
H 0.912496 1.404077 -2.338247 0.536 0.722 0.478 0.0088
H -1.443538 -1.885843 -3.116310 -0.392 -0.029 0.949 0.0316
H -1.509303 -2.640172 -1.418012 -0.788 0.366 -0.533 0.0171
H -2.397160 -1.035275 -1.788913 -0.330 -0.301 -0.005 0.0086
H 2.273996 -1.679745 -0.465363 2.016 1.116 2.180 -0.0429
H 1.294428 -3.032485 -0.925893 0.231 1.260 -0.458 0.0447
H 2.211954 -2.026864 -2.229025 -1.186 0.040 2.125 0.0748
```
Positions in Å, forces in eV/Å.

Computed properties:
Multiplicity: 1
Relative energy (zero: lowest compared OMol25 entry of this formula, charge and spin): 1.418 eV
HOMO level (alpha / beta): -7.50 / -7.50 eV
Frontier orbital gap (alpha / beta): 0.282 / 0.282 Ha

=====

# C4H14N2P

2 unconnected molecules or ions with the total composition C4H14N2P in a non-equilibrium geometry (wB97M-V/def2-TZVPD, OMol25).

Geometry as XYZ:
```
21
Properties=species:S:1:pos:R:3:forces:R:3:lowdin_charge:R:1
C 2.634433 0.813408 -1.044669 5.121 -2.264 0.746 -0.1571
C -2.713666 0.638171 0.891631 1.684 -1.293 0.354 -0.1560
C -1.365541 -2.540050 0.356625 1.269 0.619 1.321 0.0337
C -0.587548 -1.450414 0.154983 -2.845 -0.731 -0.360 -0.2730
N -0.720284 1.438528 -0.995869 2.017 -0.402 2.925 -0.0838
N 2.379034 0.010263 0.179454 -0.606 -0.618 -0.829 -0.0658
P -1.061210 0.286542 0.201337 -2.166 -0.373 -1.744 0.9317
H 3.815607 1.038979 -1.138812 -2.688 0.201 0.263 0.1319
H 2.481953 0.271646 -1.946320 -0.584 -0.843 -0.582 0.0575
H 2.054736 1.660534 -1.090816 -0.933 2.156 0.221 0.0100
H -3.507665 0.067432 0.500163 -0.969 -0.233 -1.408 0.0467
H -2.856104 1.682051 0.952021 -0.345 1.095 -0.217 0.0489
H -2.722452 0.220944 1.879864 0.488 0.021 0.964 0.0591
H -0.870191 -3.486327 0.638580 -0.179 0.468 -0.671 0.0875
H -2.417245 -2.547512 0.618052 -0.160 0.334 -0.637 0.0668
H 0.457164 -1.487795 0.153246 1.543 -0.297 -0.252 0.0157
H -0.717513 1.391636 -1.978531 -0.729 -0.718 -1.357 0.0577
H 0.266880 1.676404 -0.738669 -1.147 0.170 -0.499 0.0328
H 2.989096 -0.799911 0.345870 -0.235 0.362 -0.981 0.0898
H 2.598061 0.552617 0.969829 0.151 1.148 1.123 0.0460
H -0.137550 0.562861 1.092031 1.312 1.198 1.619 0.0199
```
Positions in Å, forces in eV/Å.

Computed properties:
Multiplicity: 1
Relative energy (zero: lowest compared OMol25 entry of this formula, charge and spin): 2.245 eV
HOMO level: -13.21 eV
Total charge: +1
Frontier orbital gap: 0.351 Ha

=====

# CH3NO4P

A gas-phase ion, CH3NO4P (charge -1) in a non-equilibrium geometry (wB97M-V/def2-TZVPD, OMol25).

Geometry as XYZ:
```
10
Properties=species:S:1:pos:R:3:forces:R:3:lowdin_charge:R:1
C 2.355674 0.451339 -0.023074 0.125 -1.161 -0.239 -0.8614
N 1.270334 -0.348299 0.427017 -0.771 0.605 -0.775 -0.1034
O 3.472991 -0.060680 0.010648 0.650 0.747 0.003 -0.0447
O 1.907930 1.548575 -0.463219 0.704 0.972 -0.458 -0.1598
O -0.451765 0.835448 -1.116959 -0.577 0.170 -3.256 -0.2928
O -1.151663 -0.560321 0.849008 -0.315 2.374 0.997 -0.3303
P -0.091922 0.704916 0.403149 0.101 -0.583 3.057 0.6803
H 1.425769 -0.687694 1.339462 0.231 -0.953 1.023 0.0552
H 0.212425 1.353813 -1.634394 -0.450 -0.641 1.029 0.0724
H -1.147110 -1.286498 0.269642 0.302 -1.530 -1.380 -0.0155
```
Positions in Å, forces in eV/Å.

Computed properties:
Multiplicity: 1
Relative energy (zero: lowest compared OMol25 entry of this formula, charge and spin): 0.200 eV
HOMO level: -4.30 eV
SMILES: O=C([O-])NP(O)O
Total charge: -1
Frontier orbital gap: 0.307 Ha

=====

# C31H55N3O8S

3 unconnected molecules or ions with the total composition C31H55N3O8S in a non-equilibrium geometry (wB97M-V/def2-TZVPD, OMol25).

Geometry as XYZ:
```
98
Properties=species:S:1:pos:R:3:forces:R:3:lowdin_charge:R:1
O 0.599516 -1.102264 0.406210 -0.104 -0.972 -0.099 0.0742
C 0.484636 -1.951869 1.248954 0.251 0.899 0.649 -0.3284
O 0.781529 -3.295098 1.107032 -1.382 1.412 -0.338 -0.0314
C 0.282161 -3.854252 -0.120869 0.119 -1.889 -1.171 -0.1640
C -1.081861 -4.661836 0.077956 0.533 0.761 -0.101 -0.0755
C -2.342106 -3.842935 -0.398298 1.053 -1.456 -1.676 -0.2546
O -2.130094 -2.398607 -0.360409 -1.317 0.516 2.417 -0.1747
S -3.019516 -1.869839 0.930753 -2.748 -1.537 1.000 0.7163
O -2.480325 -2.267527 2.223505 0.533 0.676 -1.966 -0.2397
O -3.647104 -0.582071 0.804794 1.637 -1.151 -0.529 -0.2179
O -4.257516 -2.955703 0.695365 0.918 0.979 -1.189 -0.2257
C -3.790778 -4.207351 0.146489 0.724 -0.062 0.976 -0.2367
C -3.938340 -5.222954 1.350273 -0.284 -0.014 -0.560 -0.1262
C -5.173790 -4.906876 2.285037 0.125 -0.880 0.447 -0.1855
C -6.571378 -5.043478 1.562088 -0.367 0.292 0.347 -0.1592
C -7.376940 -3.680078 1.447989 0.063 0.327 -0.067 -0.1276
N -7.281963 -3.082368 0.094640 -0.005 0.781 -1.384 -0.1503
C -7.590049 -3.766438 -1.085932 0.296 0.643 -1.073 -0.1251
C -7.367494 -2.948291 -2.260652 0.370 0.375 3.987 -0.0732
C -6.905536 -1.657229 -1.661807 -0.369 -1.183 0.650 -0.0984
C -6.880852 -1.771740 -0.226155 -0.274 -0.642 -2.214 -0.0965
H 0.145568 -1.610128 2.270847 0.463 -1.174 -0.602 0.1485
H 0.207835 -3.134444 -0.971990 0.100 -0.221 1.022 0.1317
H 1.034817 -4.631944 -0.439939 -0.602 0.928 0.480 0.1332
H -1.108856 -4.998501 1.142486 -0.106 0.223 -0.918 0.1164
H -0.999574 -5.544744 -0.619636 -0.263 0.721 0.952 0.1313
H -2.372362 -4.015803 -1.510044 -0.032 0.239 1.056 0.1604
H -4.310497 -4.579206 -0.782558 -0.346 0.960 1.263 0.1613
H -3.006187 -5.197774 1.965618 -0.794 -0.227 -0.490 0.1063
H -4.127306 -6.240378 0.896761 0.551 0.850 0.653 0.1278
H -5.150570 -5.705622 3.085678 0.118 0.791 -0.803 0.1138
H -5.047084 -3.940112 2.848792 -0.175 -0.873 -0.866 0.1143
H -6.414961 -5.516733 0.553548 -0.269 0.655 0.848 0.1004
H -7.243387 -5.759100 2.119800 0.858 0.698 -0.418 0.1112
H -6.982066 -2.894857 2.154668 -0.207 -0.953 -0.677 0.1272
H -8.461418 -3.806855 1.732650 1.053 -0.078 -0.473 0.1238
H -7.953668 -4.810761 -0.983361 0.318 0.979 -0.299 0.1105
H -7.500250 -3.240926 -3.320294 0.094 0.355 1.063 0.0829
H -6.618776 -0.770873 -2.270654 -0.276 -0.784 0.859 0.0873
H -6.587980 -1.014336 0.539133 -0.300 -1.022 -0.813 0.1200
C 1.281550 2.205224 1.820889 -0.286 0.123 0.117 -0.0313
C 2.565504 1.702446 2.521417 -1.359 -0.346 -1.778 -0.4747
C 2.217689 0.497004 3.405333 0.051 0.032 0.538 -0.1281
C 1.429101 0.889721 4.650442 -0.033 0.035 -0.010 -0.1766
C 2.167868 1.965205 5.440552 0.122 -0.507 -0.180 -0.1345
C 2.599862 3.180547 4.599353 -1.299 1.579 0.885 -0.4863
N 3.214848 2.804581 3.291107 2.267 -2.264 1.640 -0.0559
O 4.471825 2.442957 3.527240 -0.907 0.892 -0.651 -0.0197
C 1.393319 4.111801 4.348241 -0.344 -0.078 -0.140 -0.0399
C 3.539500 4.040396 5.471057 0.628 -0.309 -0.320 -0.0492
C 3.441809 1.221440 1.348692 0.659 0.121 0.264 -0.0384
H 0.958709 1.497308 1.053636 0.216 -0.070 0.090 0.0698
H 0.427850 2.305565 2.488020 0.060 0.113 0.033 0.0592
H 1.452433 3.164616 1.326759 0.035 0.005 0.101 0.0929
H 3.132853 -0.016838 3.718540 0.101 0.159 -0.061 0.1298
H 1.641853 -0.234400 2.832332 0.152 0.275 -0.166 0.0863
H 0.425911 1.235123 4.383442 0.035 0.007 -0.049 0.1053
H 1.287068 0.008440 5.282571 -0.021 0.057 -0.010 0.1139
H 1.537163 2.293702 6.271814 0.102 0.223 -0.093 0.1242
H 3.051314 1.502478 5.895309 0.081 0.129 -0.127 0.1233
H 1.664762 4.926505 3.672054 0.031 -0.117 -0.012 0.0929
H 1.055054 4.568666 5.281343 0.189 -0.105 0.026 0.0838
H 0.521186 3.605573 3.941452 0.058 -0.024 -0.095 0.0587
H 4.394389 3.474478 5.845258 -0.015 0.008 -0.224 0.0773
H 3.010945 4.415687 6.349939 -0.220 -0.116 -0.184 0.0844
H 3.915151 4.904073 4.916985 -0.012 -0.089 -0.025 0.0898
H 3.709508 2.055778 0.693253 0.013 -0.010 0.103 0.0828
H 2.909592 0.485190 0.741020 -0.250 0.139 0.218 0.0687
H 4.361468 0.734645 1.677060 -0.004 0.216 0.111 0.0805
C 4.544069 1.408833 -5.446973 0.117 -0.156 0.306 -0.0422
C 3.645074 2.665353 -5.513748 1.637 -1.017 -1.050 -0.4894
C 4.405003 3.861739 -4.920348 -0.158 0.190 0.410 -0.1376
C 4.545895 3.773224 -3.404119 -0.002 -0.044 0.013 -0.1790
C 3.182222 3.595533 -2.744337 0.231 0.373 -0.343 -0.1318
C 2.341029 2.448446 -3.332928 -0.048 -1.396 1.753 -0.4802
N 2.342805 2.420847 -4.826558 -0.907 3.458 -0.129 -0.0578
O 1.487476 3.346905 -5.247090 0.381 -1.379 0.040 -0.0195
C 2.841290 1.090213 -2.795936 0.361 -0.173 0.017 -0.0315
C 0.919708 2.563943 -2.742226 -0.260 0.367 -0.622 -0.0392
C 3.464358 2.892741 -7.028409 -0.664 0.280 0.044 -0.0478
H 5.364395 1.482769 -6.164792 -0.171 0.159 -0.048 0.0842
H 5.026353 1.265138 -4.482489 -0.125 -0.040 0.034 0.0558
H 3.979100 0.506865 -5.691970 -0.036 0.061 0.059 0.0928
H 3.889921 4.794915 -5.171209 -0.154 -0.113 -0.050 0.1250
H 5.399712 3.934943 -5.370160 -0.117 -0.186 -0.142 0.1243
H 5.214834 2.954805 -3.122093 -0.021 -0.009 -0.049 0.1038
H 5.013148 4.688192 -3.029560 -0.008 -0.063 0.011 0.1137
H 3.323088 3.439968 -1.670469 -0.187 -0.175 -0.062 0.1154
H 2.634005 4.539403 -2.844253 -0.109 -0.123 -0.106 0.1245
H 2.316612 0.261830 -3.279123 0.030 0.104 -0.054 0.0939
H 2.655336 1.003003 -1.722829 -0.110 0.175 -0.085 0.0676
H 3.910871 0.933473 -2.916206 -0.005 0.008 -0.108 0.0603
H 0.469960 3.541104 -2.927140 0.058 -0.110 -0.187 0.0791
H 0.943518 2.436685 -1.657551 0.281 -0.098 -0.096 0.0756
H 0.256428 1.797589 -3.150643 0.062 0.049 -0.030 0.0916
H 2.926297 2.059045 -7.488271 -0.013 0.065 0.083 0.0900
H 4.434083 2.971856 -7.525486 0.047 -0.105 0.293 0.0835
H 2.927868 3.814612 -7.256621 -0.120 -0.120 0.152 0.0772
```
Positions in Å, forces in eV/Å.

Computed properties:
Multiplicity: 3
HOMO level (alpha / beta): -8.02 / -8.02 eV
Frontier orbital gap (alpha / beta): 0.311 / 0.302 Ha
<S²>: 2.009

=====

no.,E (Ha)
1,-1016.88388
2,-611.35890
3,-737.12369
4,-2378.33185